No. 1
A gas-phase ion, C10H13ClN3 (charge +1), computed with ωB97M-V/def2-TZVPD.

Structure (XYZ):
```
27
C10H13ClN3 (ωB97M-V/def2-TZVPD)
C -1.94301 1.68515 -1.17608
C -0.87832 0.89799 -1.05908
C -3.16424 1.33261 -0.58266
C -2.33118 -0.94241 -0.15647
C -1.08915 -0.42697 -0.57715
C -3.40091 -0.05607 -0.11846
C 1.44014 -0.95769 -1.02981
C 2.43460 -0.40993 -0.37050
C 0.06968 -1.25443 -0.46412
C 2.75415 1.35908 1.31020
N 0.74070 -0.04079 1.32031
N -0.09637 -2.47465 -0.03087
N 2.13494 0.01343 1.04150
Cl -4.90653 -0.50045 0.43005
H -1.82894 2.74460 -1.46798
H 0.10391 1.11642 -1.44814
H -3.97763 2.04520 -0.62448
H -2.39914 -1.99250 0.18835
H 1.60063 -1.06578 -2.08694
H 3.46089 -0.45415 -0.73680
H 2.41286 2.21510 0.69921
H 2.30507 1.63462 2.32610
H 3.90705 1.25763 1.20672
H 0.26749 0.78341 1.16897
H 0.56814 -3.11868 -0.12631
H -0.87911 -2.77678 0.66258
H 2.69428 -0.61396 1.70186
```

The calculation puts the molar mass at 210.69 g mol⁻¹. As for the gap between HOMO and LUMO (alpha / beta): 0.223 / 0.201 Ha. As for the spin multiplicity: 3. The charge is +1. The calculation puts the energy above the lowest of the compared OMol25 structures with the same formula, charge and spin at 19.77 kcal per mole. The value obtained for the highest occupied orbital energy (alpha / beta) is -9.15 / -11.69 eV.

Here are the natural (NBO) charges for atoms 1 to 5, given in e:
1. C -0.21
2. C -0.24
3. C -0.20
4. C -0.26
5. C -0.06


No. 2
C10H13F3N2 in the gas phase, computed with ωB97M-V/def2-TZVPD.

Structure (XYZ):
```
28
C10H13F3N2 (ωB97M-V/def2-TZVPD)
H 2.70095 1.44437 -0.21036
N 1.85783 2.00554 -0.64391
C 0.75874 1.34219 -0.50717
C -0.43367 2.11069 -0.79258
C -1.64660 1.78797 -0.27251
C -1.80277 0.63723 0.67605
C -2.57673 -0.39440 -0.05822
F -3.89575 -0.07367 -0.11828
F -2.30542 -0.56035 -1.31708
F -2.50983 -1.60152 0.50945
C -0.43632 0.06995 1.12803
N -0.03743 0.84624 2.26654
C 0.61220 0.01642 0.01162
C 1.31174 -1.08426 -0.38347
C 0.99833 -2.44194 0.18130
C 2.11466 -1.00337 -1.58704
H -0.14840 2.99995 -1.34550
H -2.55224 2.49959 -0.46166
H -2.29346 0.97367 1.58063
H -0.72819 -0.82904 1.57220
H 0.94168 0.52377 2.40460
H 0.18280 1.80496 1.98531
H 0.14042 -2.91832 -0.30025
H 1.86881 -3.10339 0.12761
H 0.66880 -2.24896 1.26419
H 2.53060 0.07082 -1.71194
H 2.97487 -1.59383 -1.43338
H 1.70438 -1.28031 -2.56416
```

The calculation puts the molar mass at 218.22 g mol⁻¹. As for the SMILES: [H]/N=C1/C=C[C@@H](C(F)(F)F)[C@H](N)C1=C(C)C. As for the gap between HOMO and LUMO: 0.344 Ha. As for the spin multiplicity: 1. The calculation puts the energy above the lowest of the compared OMol25 structures with the same formula, charge and spin at 0.00 kcal per mole. The value obtained for the highest occupied orbital energy is -9.20 eV.

Here are the natural (NBO) charges for atoms 1 to 5, given in e:
1. H 0.33
2. N -0.60
3. C 0.22
4. C -0.24
5. C -0.15


No. 3
A molecular structure, C10H13N2, computed with ωB97M-V/def2-TZVPD.

Structure (XYZ):
```
25
C10H13N2 (ωB97M-V/def2-TZVPD)
C -1.72422 -0.67325 -0.93184
C 3.14753 0.02527 -1.87564
C 2.18074 -0.88370 -2.33442
C 2.84040 0.82667 -0.81915
C 0.93789 -0.84078 -1.76624
C 1.57649 0.79529 -0.20830
C -1.09277 -1.12928 2.01530
C -2.26642 0.89899 1.64424
C -0.72770 -0.05508 -0.15394
C -1.00682 0.20728 1.31979
N -2.61859 -1.01850 -1.56644
N 0.57059 -0.07019 -0.71201
H 4.25688 0.15880 -2.13665
H 2.30911 -1.70973 -3.02262
H 3.54126 1.68885 -0.71222
H 0.17231 -1.35851 -2.22477
H 1.43348 1.32548 0.75589
H -1.16497 -1.88259 1.20929
H -0.22346 -1.21834 2.65255
H -2.10693 -1.23788 2.47490
H -2.33264 1.79513 0.63065
H -3.22013 0.35988 1.51745
H -2.30511 1.29831 2.76086
H -2.09470 1.93403 -0.38656
H -0.08222 0.76386 1.86988
```

The calculation puts the molar mass at 161.23 g mol⁻¹. As for the gap between HOMO and LUMO (alpha / beta): 0.225 / 0.282 Ha. As for the spin multiplicity: 1. The charge is +1. The calculation puts the energy above the lowest of the compared OMol25 structures with the same formula, charge and spin at 178.61 kcal per mole. The value obtained for the highest occupied orbital energy (alpha / beta) is -12.13 / -12.67 eV.

Here are the natural (NBO) charges for atoms 1 to 5, given in e:
1. C 0.14
2. C -0.10
3. C -0.20
4. C -0.24
5. C 0.08


No. 4
A molecular structure, C10H13N2, computed with ωB97M-V/def2-TZVPD.

Structure (XYZ):
```
25
C10H13N2 (ωB97M-V/def2-TZVPD)
C -1.89539 0.20984 1.18235
C 0.00061 -0.78996 -1.82625
C 2.47680 0.13497 -0.54654
C -0.21258 -0.44494 -0.54578
C 0.77532 0.16938 0.32693
C -1.47178 -0.64614 0.14427
C -0.90944 1.02349 1.73534
C 1.39413 -0.73378 -2.44887
C 2.52180 -0.97613 -1.53070
C -1.05812 2.06188 2.81497
N 0.34821 0.97325 1.32678
N -2.33304 -1.63448 -0.25311
H -3.04293 0.19850 1.38265
H -0.86184 -1.03017 -2.47535
H 3.23059 0.74710 -0.14511
H 1.31233 -1.68685 -3.13895
H 1.51774 0.13595 -3.01090
H 3.52698 -0.98908 -1.93775
H 2.22786 -1.82807 -0.98899
H -0.13348 2.66001 2.82950
H -1.23330 1.73934 3.81726
H -1.81819 2.88272 2.58392
H 1.13976 1.53004 1.74856
H -3.26637 -1.67162 0.08615
H -2.23568 -2.03523 -1.13037
```

The calculation puts the molar mass at 161.23 g mol⁻¹. As for the gap between HOMO and LUMO (alpha / beta): 0.274 / 0.256 Ha. As for the spin multiplicity: 1. The charge is +1. The calculation puts the energy above the lowest of the compared OMol25 structures with the same formula, charge and spin at 113.08 kcal per mole. The value obtained for the highest occupied orbital energy (alpha / beta) is -11.99 / -11.04 eV.

Here are the natural (NBO) charges for atoms 1 to 5, given in e:
1. C -0.33
2. C -0.08
3. C 0.00
4. C -0.21
5. C 0.22


No. 5
C10H13N3 in the gas phase, computed with ωB97M-V/def2-TZVPD.

Structure (XYZ):
```
26
C10H13N3 (ωB97M-V/def2-TZVPD)
C 0.26793 -0.99497 0.74696
C -0.39608 -0.45930 -0.33430
C 0.30278 -0.18468 -1.65980
C -0.71458 0.09876 -2.85093
C 0.08684 1.12278 -3.58943
N 1.01981 1.83049 -2.65565
C 1.04428 1.11355 -1.33732
C -0.05954 -0.94253 2.24421
C 0.78588 -1.46430 3.15830
N 0.59626 -1.34644 4.51032
C -0.58151 -0.77586 4.83326
N -1.46881 -0.29075 3.98146
C -1.19864 -0.26227 2.63089
H 1.22791 -1.34641 0.55211
H -1.36746 -0.10215 -0.09235
H 0.97836 -0.93899 -1.95343
H -1.61145 0.62952 -2.52942
H -1.01311 -0.85908 -3.44141
H -0.55228 1.91182 -4.07599
H 0.62113 0.59038 -4.33971
H 0.81519 2.75046 -2.53295
H 0.46168 1.74559 -0.71845
H 2.07388 0.84276 -1.03095
H 1.70169 -1.89848 2.78483
H -1.06240 -0.90897 5.80826
H -1.95776 0.13908 1.89152
```

The calculation puts the molar mass at 175.24 g mol⁻¹. As for the SMILES: C(=C\[C@H]1CCNC1)/c1cncnc1. As for the gap between HOMO and LUMO: 0.324 Ha. As for the spin multiplicity: 1. The calculation puts the energy above the lowest of the compared OMol25 structures with the same formula, charge and spin at 56.26 kcal per mole. The value obtained for the highest occupied orbital energy is -8.62 eV.

Here are the natural (NBO) charges for atoms 1 to 5, given in e:
1. C -0.22
2. C -0.12
3. C -0.27
4. C -0.41
5. C -0.23


No. 6
2 unconnected molecules or ions with the total composition C10H13NO, computed with ωB97M-V/def2-TZVPD.

Structure (XYZ):
```
25
C10H13NO (ωB97M-V/def2-TZVPD)
C -1.49461 2.28250 2.64559
C 0.66639 2.02859 1.24076
C 0.44539 -0.11514 0.61866
C -0.51317 1.57411 1.73572
C -0.72388 0.08855 1.35822
C 0.74511 -1.42460 0.07288
C -0.16777 -2.32012 0.54259
C -1.57087 -0.86586 1.93329
C -1.22358 -2.16175 1.48492
N 1.24260 0.98263 0.51376
H 2.02213 1.16671 -0.15251
H 1.22071 2.87354 1.34051
H 1.56843 -1.43799 -0.67200
H -1.04100 3.03900 3.30996
H -1.97647 1.53912 3.36270
H -0.12192 -3.34975 0.13985
H -2.39824 -0.59311 2.52698
H -1.79250 -3.04270 1.55171
H -2.20542 2.83056 1.94592
C 0.88822 -0.61421 -4.23403
O 2.12264 -0.46656 -3.64016
H 2.78520 -0.16380 -4.32940
H 0.87552 -1.33570 -5.15400
H 0.48466 0.28039 -4.66535
H 0.16246 -0.79443 -3.47655
```

The calculation puts the molar mass at 163.22 g mol⁻¹. As for the gap between HOMO and LUMO (alpha / beta): 0.078 / 0.304 Ha. As for the spin multiplicity: 2. The charge is -1. The calculation puts the energy above the lowest of the compared OMol25 structures with the same formula, charge and spin at 29.70 kcal per mole. The value obtained for the highest occupied orbital energy (alpha / beta) is 0.98 / -5.20 eV.

Here are the natural (NBO) charges for atoms 1 to 5, given in e:
1. C -0.64
2. C -0.13
3. C 0.15
4. C -0.08
5. C -0.12


Energy, record by record: -27560.3664 -21711.9849 -13547.5891 -13550.4306 -15048.6557 -14115.5890 eV